{"formula": "C36H34IN10O10", "method": "ωB97M-V/def2-TZVPD", "e_tot_ha": -2989.16413, "total_charge": 1, "e_homo_ev": -11.4, "molar_mass_g_mol": 893.6, "gap_ha": 0.29366, "symbols": ["C", "C", "N", "N", "C", "C", "O", "C", "C", "C", "C", "C", "C", "N", "C", "N", "I", "N", "N", "C", "O", "H", "H", "H", "H", "H", "H", "H", "H", "H", "H", "H", "H", "H", "H", "C", "C", "C", "C", "C", "C", "N", "O", "O", "H", "H", "H", "H", "H", "C", "C", "C", "C", "C", "C", "N", "O", "O", "H", "H", "H", "H", "H", "C", "C", "C", "C", "C", "C", "N", "O", "O", "H", "H", "H", "H", "H", "C", "C", "C", "C", "C", "C", "N", "O", "O", "H", "H", "H", "H", "H"], "xyz": [[-2.310565, 2.849079, 0.466250], [-2.905797, 1.543327, 0.999893], [-1.911449, 0.431302, 1.045790], [-1.574713, 0.058011, 2.353470], [-0.392952, -0.031767, 2.936180], [0.887693, 0.291207, 2.248049], [0.759019, 1.536732, 1.562274], [1.320160, 2.620438, 2.240066], [0.595399, 3.239665, 3.242488], [1.150980, 4.327746, 3.896745], [2.410519, 4.776943, 3.538743], [3.126828, 4.146881, 2.535245], [2.584004, 3.050418, 1.885048], [-0.496235, -0.441019, 4.201453], [-1.795510, -0.641402, 4.413108], [-2.359637, -1.069928, 5.534843], [-1.250558, -1.456174, 7.187270], [-2.482044, -0.350273, 3.288558], [-3.858534, -0.437922, 3.118845], [-4.242874, -1.324666, 2.328937], [-4.598410, -2.118403, 1.569491], [-2.783498, 3.686168, 0.975868], [-2.508473, 2.986169, -0.592274], [-1.241805, 2.932158, 0.655648], [-3.358190, 1.719602, 1.970110], [-3.700141, 1.221527, 0.330831], [-1.037324, 0.809209, 0.682937], [1.652545, 0.360914, 3.016746], [1.156069, -0.450245, 1.501266], [-0.396743, 2.887487, 3.491455], [0.581930, 4.817144, 4.672071], [2.830531, 5.638648, 4.034609], [4.107841, 4.488351, 2.244079], [3.111075, 2.512476, 1.110329], [-3.356598, -1.189363, 5.589647], [3.515247, -4.740878, -2.308356], [2.520070, -4.358015, -1.418973], [2.706233, -3.254390, -0.605475], [3.890493, -2.549617, -0.700509], [4.896030, -2.916035, -1.575335], [4.701033, -4.021660, -2.383480], [4.090067, -1.364170, 0.141765], [3.201585, -1.054480, 0.922554], [5.123017, -0.748026, 0.022361], [3.365641, -5.601513, -2.947069], [1.597388, -4.918506, -1.362461], [1.935349, -2.953254, 0.086652], [5.811818, -2.347709, -1.629968], [5.474270, -4.320935, -3.076906], [-8.020190, -2.521869, 1.757527], [-7.366463, -3.046967, 2.864556], [-7.999178, -3.977858, 3.672285], [-9.283065, -4.369990, 3.348985], [-9.954871, -3.858392, 2.255785], [-9.313640, -2.925320, 1.455989], [-9.952602, -5.375587, 4.196099], [-9.340838, -5.787843, 5.159274], [-11.066856, -5.723607, 3.874072], [-7.522906, -1.797882, 1.124638], [-6.364901, -2.739041, 3.108761], [-7.502355, -4.393873, 4.535726], [-10.959856, -4.181896, 2.030354], [-9.824030, -2.515736, 0.595766], [6.138918, 5.149319, -3.595573], [7.108440, 5.181161, -2.602028], [6.782562, 5.612323, -1.326497], [5.481102, 6.002223, -1.071290], [4.501174, 5.983445, -2.046265], [4.839090, 5.552766, -3.318726], [5.125141, 6.443856, 0.286781], [6.005591, 6.466913, 1.122463], [3.968547, 6.748528, 0.499094], [6.397318, 4.809086, -4.589386], [8.120127, 4.868908, -2.819736], [7.527931, 5.642988, -0.546298], [3.494350, 6.299021, -1.818263], [4.086767, 5.531102, -4.094793], [0.230518, -2.878866, -7.933783], [1.590802, -2.611816, -7.853267], [2.176022, -2.348235, -6.625648], [1.379920, -2.360556, -5.495222], [0.022861, -2.619061, -5.553236], [-0.551951, -2.879213, -6.786298], [2.001139, -2.100218, -4.187698], [3.189998, -1.860605, -4.165127], [1.291471, -2.145950, -3.200929], [-0.221271, -3.088484, -8.893938], [2.197985, -2.610793, -8.747507], [3.232361, -2.138886, -6.551274], [-0.574806, -2.619149, -4.654497], [-1.611141, -3.085198, -6.851744]], "forces_ev_per_a": [[-0.21, 0.20, 0.21], [0.04, 0.42, -0.43], [-0.57, -0.17, 0.21], [0.47, 0.50, -0.30], [0.16, 0.05, 0.28], [0.02, 0.72, -0.09], [0.01, -0.24, -0.16], [-0.14, 0.02, 0.14], [0.01, 0.02, -0.09], [-0.09, -0.12, -0.06], [0.09, 0.29, 0.11], [-0.02, -0.23, -0.13], [-0.12, -0.15, -0.09], [-0.05, -0.21, 0.07], [0.41, 0.10, -0.18], [0.04, -0.10, 0.29], [-0.11, 0.01, -0.07], [-0.88, -0.30, 0.24], [-0.10, -0.13, -0.18], [0.53, -0.86, -1.08], [0.00, 1.03, 0.90], [-0.01, 0.09, 0.00], [0.16, -0.13, -0.13], [0.06, -0.05, 0.00], [0.14, -0.18, 0.20], [-0.12, -0.11, 0.07], [0.12, -0.23, -0.06], [0.17, -0.23, -0.04], [0.00, -0.25, 0.11], [-0.08, -0.03, 0.03], [0.04, 0.11, 0.09], [0.06, 0.06, 0.04], [0.08, 0.14, 0.10], [0.11, 0.04, -0.07], [-0.07, 0.05, -0.02], [0.00, 0.03, 0.02], [0.12, -0.06, -0.03], [-0.15, -0.09, 0.09], [-0.02, -0.09, -0.04], [0.16, -0.01, -0.08], [-0.06, -0.08, 0.03], [0.04, 0.05, 0.01], [-0.06, -0.06, -0.02], [0.05, 0.04, 0.00], [0.01, -0.01, 0.01], [-0.02, 0.01, 0.00], [0.05, 0.10, 0.03], [-0.03, 0.07, 0.05], [0.01, 0.01, -0.01], [0.03, 0.00, 0.02], [-0.31, -0.05, -0.02], [0.17, 0.04, 0.06], [0.04, 0.05, -0.07], [-0.10, 0.04, -0.12], [0.08, 0.01, 0.03], [-0.01, 0.01, 0.02], [0.02, -0.02, 0.04], [-0.05, -0.01, -0.01], [-0.01, 0.00, -0.01], [0.08, -0.01, 0.06], [-0.08, -0.06, 0.02], [0.00, -0.07, 0.07], [-0.01, 0.00, -0.01], [-0.01, 0.01, 0.02], [-0.07, 0.00, -0.05], [0.16, -0.04, 0.01], [0.02, -0.02, -0.09], [-0.14, 0.00, -0.09], [0.08, -0.03, 0.00], [0.01, 0.02, 0.02], [0.02, -0.04, 0.05], [-0.08, 0.00, -0.01], [0.00, 0.01, -0.01], [0.01, 0.00, 0.01], [-0.06, 0.03, 0.06], [0.02, 0.02, 0.09], [-0.01, 0.01, 0.00], [0.01, 0.00, 0.02], [-0.08, -0.01, 0.01], [0.12, 0.01, -0.11], [-0.04, -0.05, -0.08], [-0.16, -0.03, 0.03], [0.06, 0.00, -0.06], [0.00, 0.03, -0.01], [0.03, 0.05, 0.01], [-0.10, 0.08, -0.02], [0.00, 0.01, -0.01], [0.01, 0.00, 0.00], [0.00, 0.00, 0.09], [0.07, 0.01, 0.06], [-0.01, 0.00, 0.01]]}

{"formula": "ClH5OSi2", "method": "ωB97M-V/def2-TZVPD", "e_tot_ha": -1117.47192, "total_charge": 0, "e_homo_ev": -10.4, "molar_mass_g_mol": 112.7, "gap_ha": 0.40247, "smiles": "[SiH3]O[SiH2]Cl", "de_lowest_kcal_mol": 23.1, "symbols": ["O", "Si", "Si", "Cl", "H", "H", "H", "H", "H"], "xyz": [[0.190746, 0.207526, -0.199388], [1.503065, -0.687076, 0.358056], [-1.334233, 0.704410, -0.444241], [-2.650200, -0.555420, 0.465192], [0.696650, -1.858846, 0.312426], [2.479237, -0.277149, -0.613526], [1.690322, 0.041593, 1.646573], [-1.183464, 0.542178, -1.823030], [-1.392127, 1.882781, 0.297935]], "forces_ev_per_a": [[0.59, 0.10, 0.41], [-2.62, 2.95, 0.06], [2.13, -1.68, 0.98], [-0.51, -0.29, -0.05], [0.69, -1.85, 0.38], [1.02, -0.60, -0.33], [0.63, -0.86, 0.14], [-1.26, 0.44, -1.94], [-0.67, 1.79, 0.36]]}

Repeat the second record exactly.
{"formula": "ClH5OSi2", "method": "ωB97M-V/def2-TZVPD", "e_tot_ha": -1117.47192, "total_charge": 0, "e_homo_ev": -10.4, "molar_mass_g_mol": 112.7, "gap_ha": 0.40247, "smiles": "[SiH3]O[SiH2]Cl", "de_lowest_kcal_mol": 23.1, "symbols": ["O", "Si", "Si", "Cl", "H", "H", "H", "H", "H"], "xyz": [[0.190746, 0.207526, -0.199388], [1.503065, -0.687076, 0.358056], [-1.334233, 0.704410, -0.444241], [-2.650200, -0.555420, 0.465192], [0.696650, -1.858846, 0.312426], [2.479237, -0.277149, -0.613526], [1.690322, 0.041593, 1.646573], [-1.183464, 0.542178, -1.823030], [-1.392127, 1.882781, 0.297935]], "forces_ev_per_a": [[0.59, 0.10, 0.41], [-2.62, 2.95, 0.06], [2.13, -1.68, 0.98], [-0.51, -0.29, -0.05], [0.69, -1.85, 0.38], [1.02, -0.60, -0.33], [0.63, -0.86, 0.14], [-1.26, 0.44, -1.94], [-0.67, 1.79, 0.36]]}

Repeat the second record exactly.
{"formula": "ClH5OSi2", "method": "ωB97M-V/def2-TZVPD", "e_tot_ha": -1117.47192, "total_charge": 0, "e_homo_ev": -10.4, "molar_mass_g_mol": 112.7, "gap_ha": 0.40247, "smiles": "[SiH3]O[SiH2]Cl", "de_lowest_kcal_mol": 23.1, "symbols": ["O", "Si", "Si", "Cl", "H", "H", "H", "H", "H"], "xyz": [[0.190746, 0.207526, -0.199388], [1.503065, -0.687076, 0.358056], [-1.334233, 0.704410, -0.444241], [-2.650200, -0.555420, 0.465192], [0.696650, -1.858846, 0.312426], [2.479237, -0.277149, -0.613526], [1.690322, 0.041593, 1.646573], [-1.183464, 0.542178, -1.823030], [-1.392127, 1.882781, 0.297935]], "forces_ev_per_a": [[0.59, 0.10, 0.41], [-2.62, 2.95, 0.06], [2.13, -1.68, 0.98], [-0.51, -0.29, -0.05], [0.69, -1.85, 0.38], [1.02, -0.60, -0.33], [0.63, -0.86, 0.14], [-1.26, 0.44, -1.94], [-0.67, 1.79, 0.36]]}